This record from the OMol25 dataset describes C18H24CaN2O4S6Sb2 as an isolated structure. The level of theory is ωB97M-V/def2-TZVPD.

Positions of all 57 atoms, in Å:
Ca: -0.3006 1.1344 2.8151
O: -0.2032 -2.4194 4.8499
C: -0.3484 -1.6483 3.8964
O: -1.1772 -0.6773 3.8467
C: 0.5794 -1.7796 2.6397
O: 1.0118 -2.8854 2.3129
O: 0.7702 -0.6830 2.0101
C: 2.3202 -1.6930 -0.7766
Sb: 1.1600 -3.4920 -0.6699
C: -0.8299 -2.8019 -0.2143
C: 0.7151 -3.5940 -2.8587
C: 1.3629 -2.5543 -3.7052
C: 2.6319 -2.8291 -4.2260
C: 3.3418 -1.9137 -4.9832
C: 2.7788 -0.6748 -5.2523
C: 1.5224 -0.3834 -4.7490
C: 0.7971 -1.2885 -3.9686
C: -0.5343 -0.8488 -3.4450
Sb: -0.5443 0.4535 -1.6627
C: 0.0211 2.2105 -2.7742
C: -2.6580 0.7758 -1.9021
H: 3.3704 -1.9881 -0.7551
H: 2.0839 -1.1016 0.1045
H: 2.1349 -1.1260 -1.6875
H: -1.3844 -3.6661 0.1547
H: -1.3354 -2.4187 -1.0998
H: -0.8114 -2.0388 0.5573
H: -0.3725 -3.5817 -2.9404
H: 1.0541 -4.5815 -3.1766
H: 3.0715 -3.7988 -4.0148
H: 4.3261 -2.1664 -5.3592
H: 3.3117 0.0593 -5.8445
H: 1.0772 0.5837 -4.9568
H: -1.1854 -1.6907 -3.2140
H: -1.0428 -0.2391 -4.1962
H: -0.5759 2.3059 -3.6834
H: 1.0791 2.1697 -3.0327
H: -0.1543 3.0729 -2.1310
H: -2.8822 1.0748 -2.9275
H: -2.9648 1.5587 -1.2102
H: -3.1989 -0.1416 -1.6657
S: -4.7035 7.4536 2.0359
C: -3.6081 6.2050 2.2109
S: -2.9719 5.2904 0.9109
C: -1.9936 4.1445 1.8139
C: -2.0465 4.2880 3.1598
S: -1.2359 3.3761 4.4040
S: -3.0823 5.5902 3.7199
S: -1.0875 3.0075 0.8487
N: 0.2211 -0.4138 6.5728
C: 0.7268 0.7394 6.1253
N: 0.2956 1.8736 6.7347
S: 1.9051 0.8055 4.9157
H: -0.6281 -0.3772 7.1147
H: 0.3272 -1.2636 6.0059
H: -0.6457 1.8705 7.1013
H: 0.5097 2.7162 6.2215

Cartesian forces, eV/Å:
0.038 0.183 0.206
0.062 -0.337 -0.027
-0.103 0.195 -0.236
0.087 -0.094 0.032
-0.016 -0.148 -0.208
0.011 0.039 -0.044
-0.037 0.037 -0.042
0.016 -0.005 0.055
-0.080 -0.009 0.038
-0.053 -0.043 0.003
-0.060 -0.012 -0.075
0.034 0.071 0.016
-0.005 0.006 -0.017
0.011 -0.013 0.005
-0.002 0.015 -0.002
-0.003 -0.001 -0.021
0.032 0.010 0.058
-0.010 -0.041 -0.076
0.010 0.051 -0.038
-0.034 0.025 -0.008
-0.006 -0.020 -0.004
-0.007 0.016 0.016
-0.011 0.025 0.064
-0.008 -0.012 0.022
0.011 0.028 0.042
0.009 -0.012 -0.043
0.057 0.021 -0.006
-0.006 0.020 0.024
0.003 0.005 -0.004
-0.006 -0.005 0.002
0.000 -0.002 -0.002
-0.001 0.000 0.000
0.000 -0.002 0.005
-0.005 -0.025 0.034
-0.002 -0.008 0.002
0.001 -0.020 -0.003
0.005 -0.008 0.004
0.000 -0.008 0.008
0.007 -0.005 -0.003
0.017 0.006 0.002
0.003 0.000 0.005
0.080 0.109 -0.010
-0.234 -0.267 0.017
0.086 0.065 0.014
-0.052 0.077 -0.078
0.007 0.062 0.083
-0.011 -0.181 -0.136
0.083 0.071 -0.023
0.083 -0.177 0.038
0.228 0.443 0.159
-0.076 -0.322 0.294
-0.088 0.124 -0.062
0.043 0.012 -0.038
0.018 0.001 0.005
-0.145 0.013 -0.030
0.004 -0.017 0.005
0.017 0.065 -0.024

As for the net charge: -2. The value obtained for the total energy is -126758.5727 eV. The calculation puts the relative energy (zero: lowest compared OMol25 entry of this formula, charge and spin) at 0.333 eV. The HOMO energy comes out at -1.9130 eV. Its multiplicity is 1. The LUMO energy is 4.2 eV.